Computed, not measured: a molecular structure, C51H50IN2O3P2Pb, with ωB97M-V/def2-TZVPD.

Computed properties:
LUMO: -3.2 eV
Charge: +1
E_HOMO: -10.41 eV
Electronic energy: -3481.74748 Eh
Energy above the lowest of the compared OMol25 structures with the same formula, charge and spin: 0.000 eV

Last column: Mulliken charge in e.
Geometry (Å):
1 Pb 0.26 0.80 1.06  1.018
2 C 3.80 -0.84 0.32  -1.613
3 C 3.41 0.34 1.17  0.875
4 C 3.61 1.64 0.68  0.947
5 C 4.20 1.87 -0.69  -2.355
6 C 3.30 2.75 1.47  1.203
7 C 3.66 4.14 0.98  -2.129
8 C 2.70 2.57 2.72  1.248
9 C 2.28 3.75 3.56  -2.007
10 C 2.53 1.28 3.24  1.579
11 C 2.00 1.11 4.64  -2.159
12 C 2.94 0.16 2.49  0.932
13 C 2.98 -1.20 3.15  -2.378
14 H 3.43 -0.74 -0.70  -0.079
15 H 3.40 -1.78 0.70  0.244
16 H 4.88 -0.95 0.26  0.457
17 H 5.27 2.12 -0.61  0.494
18 H 3.72 2.70 -1.20  0.427
19 H 4.13 1.00 -1.33  0.446
20 H 2.88 4.56 0.33  0.216
21 H 4.58 4.11 0.40  0.438
22 H 3.81 4.83 1.80  0.560
23 H 2.98 3.93 4.38  0.395
24 H 1.30 3.58 4.02  0.265
25 H 2.20 4.67 2.98  0.206
26 H 2.75 1.43 5.38  0.367
27 H 1.73 0.08 4.86  0.503
28 H 1.11 1.71 4.81  0.277
29 H 2.00 -1.67 3.21  0.272
30 H 3.35 -1.11 4.17  0.569
31 H 3.65 -1.88 2.63  0.504
32 O -4.23 0.53 -1.28  -0.609
33 C -4.84 0.21 -0.13  0.608
34 C -6.05 -0.48 -0.21  -0.666
35 C -6.75 -0.79 0.94  -0.424
36 C -6.26 -0.42 2.19  -0.896
37 C -5.08 0.29 2.27  -0.468
38 C -4.35 0.60 1.13  0.329
39 C -3.09 1.38 1.20  0.305
40 O -2.18 1.17 0.35  -0.210
41 N -3.08 2.28 2.18  -1.177
42 N -2.15 3.23 2.22  1.093
43 C -1.93 4.06 3.20  -0.827
44 C -1.06 5.09 2.74  0.937
45 C -0.52 6.26 3.28  -0.919
46 C 0.26 7.05 2.46  -0.598
47 C 0.51 6.68 1.12  -0.526
48 C -0.01 5.52 0.57  -0.727
49 C -0.80 4.76 1.42  0.491
50 O -1.45 3.61 1.07  -0.227
51 H -3.33 0.83 -1.06  0.095
52 H -6.42 -0.75 -1.19  0.504
53 H -7.68 -1.34 0.86  0.429
54 H -6.81 -0.67 3.09  0.434
55 H -4.69 0.60 3.24  0.446
56 H -2.43 3.92 4.14  0.576
57 H -0.73 6.54 4.31  0.462
58 H 0.68 7.96 2.84  0.429
59 H 1.12 7.32 0.51  0.450
60 H 0.16 5.23 -0.46  0.657
61 I -0.94 -0.69 3.09  -0.630
62 C 1.07 -1.78 -2.33  -1.283
63 P -0.14 -0.80 -1.34  0.301
64 C -0.28 0.72 -2.34  1.227
65 C 0.86 1.53 -2.38  -0.131
66 C 0.83 2.76 -3.03  -0.659
67 C -0.35 3.20 -3.62  -0.837
68 C -1.48 2.40 -3.58  -0.737
69 C -1.45 1.17 -2.94  -0.573
70 C -1.66 -1.75 -1.56  2.121
71 C -2.13 -2.09 -2.84  -1.292
72 C -3.24 -2.89 -2.97  -1.144
73 C -3.90 -3.37 -1.85  -0.823
74 C -3.45 -3.03 -0.58  -0.609
75 C -2.33 -2.22 -0.44  -0.270
76 P 1.92 -3.27 -1.58  0.177
77 C 0.63 -4.06 -0.55  0.452
78 C -0.17 -5.13 -0.94  -0.366
79 C -1.03 -5.73 -0.02  -0.826
80 C -1.08 -5.29 1.29  -0.688
81 C -0.28 -4.23 1.69  -0.596
82 C 0.58 -3.63 0.78  0.095
83 C 2.01 -4.30 -3.09  0.472
84 C 0.95 -4.50 -3.97  0.129
85 C 1.11 -5.28 -5.11  -0.859
86 C 2.34 -5.88 -5.37  -0.497
87 C 3.40 -5.69 -4.50  -0.634
88 C 3.23 -4.91 -3.36  -0.821
89 H 1.86 -1.11 -2.69  0.838
90 H 0.50 -2.08 -3.21  0.907
91 H 1.79 1.20 -1.91  -0.077
92 H 1.73 3.36 -3.08  0.511
93 H -0.38 4.15 -4.13  0.421
94 H -2.40 2.73 -4.05  0.499
95 H -2.34 0.55 -2.94  0.134
96 H -1.63 -1.71 -3.72  0.549
97 H -3.61 -3.15 -3.96  0.451
98 H -4.77 -4.01 -1.96  0.490
99 H -3.96 -3.40 0.30  0.525
100 H -1.99 -1.94 0.55  -0.420
101 H -0.14 -5.50 -1.95  0.437
102 H -1.65 -6.56 -0.34  0.444
103 H -1.73 -5.78 2.00  0.407
104 H -0.30 -3.88 2.72  0.570
105 H 1.22 -2.83 1.11  0.050
106 H -0.02 -4.05 -3.78  0.258
107 H 0.28 -5.44 -5.78  0.426
108 H 2.47 -6.49 -6.26  0.394
109 H 4.35 -6.16 -4.70  0.406
110 H 4.06 -4.76 -2.68  0.385